This record from the Open Molecules 2025 dataset describes C28H31Cl2GaN4O13PS as an isolated structure in a non-equilibrium geometry. The level of theory is the ωB97M-V functional and the def2-TZVPD basis.

Atoms and positions in Å:
1 C 2.76873 6.06722 -1.41490
2 C 2.01447 5.85481 -2.89238
3 Cl 3.36201 5.12786 -4.00180
4 C 0.75925 4.77098 -2.80764
5 Cl -0.54848 5.37290 -1.64056
6 Ga 1.55039 2.91462 -2.36029
7 P 1.83457 1.49330 -4.19962
8 O 2.26436 2.27279 -5.53421
9 O 0.46241 0.48896 -4.57451
10 O 3.23202 0.46803 -3.80911
11 S 0.42588 1.73693 -0.73525
12 C 0.67397 2.65179 0.89856
13 O 1.18528 0.36508 -0.56261
14 O -1.06162 1.53422 -1.12853
15 H 2.58282 5.17890 -0.67516
16 H 2.41463 7.11029 -1.01959
17 H 3.95351 6.14184 -1.53963
18 H 1.62693 6.90355 -3.30975
19 H 0.25875 4.68847 -3.87260
20 H 3.04550 3.19299 -1.77322
21 H -0.34424 0.71061 -4.02301
22 H 3.81912 1.09766 -3.28006
23 H -0.34672 2.67282 1.47062
24 H 1.45441 2.11977 1.62057
25 H 1.08980 3.75762 0.75855
26 C 4.07387 -2.14356 4.64168
27 C 3.26475 -1.65777 3.61335
28 C 3.56124 -0.43519 3.00772
29 C 4.67822 0.29380 3.43865
30 C 5.48777 -0.18785 4.47601
31 C 5.17958 -1.41045 5.07594
32 N 5.00987 1.56743 2.78876
33 O 4.25843 1.96891 1.88774
34 O 6.02401 2.16599 3.17511
35 H 3.84193 -3.10004 5.10703
36 H 2.40386 -2.23419 3.28143
37 H 2.92089 -0.07039 2.20758
38 H 6.35479 0.36995 4.82367
39 H 5.80364 -1.79434 5.87995
40 C -5.68290 -1.07305 0.15901
41 C -4.33215 -1.32802 0.40109
42 C -3.56133 -0.40363 1.10872
43 C -4.15727 0.77612 1.57542
44 C -5.51121 1.03818 1.32714
45 C -6.27123 0.10752 0.61588
46 N -3.35855 1.73998 2.34190
47 O -2.15967 1.48093 2.52431
48 O -3.92934 2.75501 2.76612
49 H -6.28124 -1.79942 -0.38833
50 H -3.88043 -2.24970 0.04052
51 H -2.51005 -0.61712 1.28921
52 H -5.98526 1.95199 1.67926
53 H -7.32382 0.30037 0.42066
54 C 3.16622 -1.46201 -6.15123
55 C 2.88729 -2.30340 -7.22938
56 C 3.42914 -3.58948 -7.27189
57 C 4.24908 -4.02630 -6.22229
58 C 4.53697 -3.18096 -5.14248
59 C 3.99160 -1.89592 -5.11245
60 N 4.80103 -5.38612 -6.24870
61 O 4.53873 -6.09691 -7.23037
62 O 5.49388 -5.74690 -5.28650
63 H 2.73685 -0.46208 -6.11976
64 H 2.24433 -1.95750 -8.03592
65 H 3.20216 -4.23306 -8.11902
66 H 5.17574 -3.50533 -4.32364
67 H 4.20669 -1.23324 -4.27708
68 C -7.43674 -1.94351 6.40185
69 C -8.14705 -2.24960 5.24000
70 C -7.46928 -2.68495 4.09961
71 C -6.07410 -2.81516 4.13544
72 C -5.35778 -2.50118 5.29810
73 C -6.04635 -2.06405 6.43144
74 N -5.35828 -3.29667 2.94791
75 O -6.02559 -3.54590 1.93288
76 O -4.12884 -3.43035 3.02944
77 H -7.97014 -1.60983 7.29030
78 H -9.23044 -2.15172 5.22425
79 H -8.03732 -2.91960 3.20204
80 H -4.27440 -2.59296 5.33823
81 H -5.49959 -1.82076 7.33980

Cartesian forces (eV/Å) of the 2 atoms listed first:
0.4 0.6 -0.6
-0.3 0.1 1.5

Output
charge	-1
gap between HOMO and LUMO	0.244	Ha


This record from the Open Molecules 2025 dataset describes C28H31ClEuN2OP as an isolated structure in a non-equilibrium geometry. The level of theory is the ωB97M-V functional and the def2-TZVPD basis.

Atoms and positions in Å:
1 Eu 0.80588 -0.85330 -1.28615
2 Cl 1.86654 -3.15005 -0.98673
3 P -0.82051 1.57105 -1.62121
4 C 0.08212 3.14858 -1.61943
5 C -0.53960 4.37296 -1.32670
6 C 0.21939 5.54195 -1.23823
7 C 1.60395 5.49385 -1.40775
8 C 2.22782 4.28031 -1.71804
9 C 1.47450 3.11547 -1.84508
10 C -0.72746 0.99039 -3.37477
11 C -1.09420 -0.35530 -3.64234
12 C -0.98277 -0.84557 -4.95241
13 C -0.51694 -0.01730 -5.97802
14 C -0.19667 1.32079 -5.71734
15 C -0.32928 1.83726 -4.42626
16 C -2.57221 1.94639 -1.35406
17 C -3.24836 1.33889 -0.27228
18 C -4.63974 1.40239 -0.21181
19 C -5.35642 2.12192 -1.18310
20 C -4.67157 2.82870 -2.17942
21 C -3.28121 2.73548 -2.27146
22 H -1.50353 -1.00211 -2.84129
23 H -1.27327 -1.87565 -5.17870
24 H -0.41704 -0.40435 -6.99722
25 H 0.14570 1.97037 -6.52119
26 H -0.13181 2.89203 -4.22649
27 H -1.61033 4.39049 -1.12288
28 H -0.27915 6.48465 -1.00331
29 H 2.19826 6.40262 -1.29068
30 H 3.30623 4.25308 -1.85941
31 H 1.97167 2.18143 -2.11868
32 H -2.67139 0.82845 0.50181
33 H -5.18099 0.89339 0.58751
34 H -6.44839 2.14246 -1.14431
35 H -5.21743 3.44736 -2.89543
36 H -2.74810 3.27079 -3.05950
37 H -1.00928 4.43012 1.29136
38 H -1.66890 4.07371 1.35208
39 C 0.23274 -6.16252 4.32750
40 C 1.54772 -5.55707 3.85844
41 N 1.57503 -4.08588 3.72110
42 C 2.93745 -3.50954 3.79713
43 C 3.70484 -3.37498 2.48681
44 C 0.64483 -3.50573 2.87004
45 O -0.11481 -4.14446 2.13788
46 C 0.62983 -1.99374 2.80574
47 C 1.11175 -1.09658 3.77453
48 C 1.56150 0.15038 3.34866
49 C 1.42624 0.50338 2.00526
50 N 0.77834 -0.28377 1.11700
51 C 0.31127 -1.48740 1.53928
52 H 0.12381 -6.01994 5.40812
53 H 0.27884 -7.24207 4.14561
54 H -0.62523 -5.74017 3.79611
55 H 2.32750 -5.76533 4.59751
56 H 1.83799 -6.01880 2.89685
57 H 2.84181 -2.52454 4.26180
58 H 3.51409 -4.13206 4.48952
59 H 3.10785 -2.88863 1.70615
60 H 4.60322 -2.76839 2.65657
61 H 4.04066 -4.34801 2.10812
62 H 1.17867 -1.38061 4.82715
63 H 2.06463 0.83335 4.04009
64 H 1.84687 1.43574 1.60900
65 H -0.25295 -2.09629 0.80693

Cartesian forces (eV/Å) of the 2 atoms listed first:
0.2 -0.6 0.4
-0.4 1.0 -0.3

Output
charge	+2
gap between HOMO and LUMO (alpha / beta)	0.144 / 0.259	Ha
expectation value of S²	12.344
2S+1	7


no.,DFT total energy (Ha)
1,-5867.0952
2,-2781.6135